This record from OMol25 describes C16H11ClIrN3O11S as an isolated structure at a distorted geometry. The level of theory is ωB97M-V with the def2-TZVPD basis set.

The value obtained for the calculated total energy is -69946.469 eV. The value obtained for the frontier orbital gap (alpha / beta) is 6.6 / 6.7 eV. The spin multiplicity is 1.

The geometry in XYZ format:
```
44
Properties=species:S:1:pos:R:3:forces:R:3:mulliken_charge:R:1
Ir 0.302388 -0.028966 -0.037334 -0.5 0.8 1.9 1.4765
O -2.417981 -0.482678 2.562011 -0.1 0.4 1.1 -0.5711
Cl -2.237504 -0.844811 1.228839 -1.3 0.3 0.0 1.9169
O -3.345622 -1.510840 0.690693 -0.7 -0.7 -0.3 -0.6115
O -1.045713 -1.657551 1.082830 2.8 0.0 -0.9 -0.6849
O -1.968411 0.337131 0.405955 1.0 1.3 -1.4 -0.6961
O 1.976662 -0.486359 1.411870 -0.1 -0.3 -1.6 -0.8316
C 1.585642 0.382190 2.240119 0.6 -0.2 0.1 1.2840
O 0.564996 1.057881 1.971839 -0.9 -0.5 -2.2 -0.7295
C 2.353251 0.614913 3.486031 0.0 -0.1 0.2 0.0530
C 3.656181 0.129927 3.596873 -0.3 0.1 0.0 -0.5083
C 4.386927 0.398279 4.737217 0.1 0.1 0.3 -0.4710
C 3.808043 1.147587 5.755095 -0.7 -0.3 -1.1 0.0847
C 2.494366 1.593646 5.668846 0.2 0.0 0.3 -0.4598
C 1.764893 1.328005 4.528084 0.1 -0.2 -0.3 -0.4857
N 4.602693 1.514494 6.910078 0.2 0.2 0.3 0.9872
O 4.085937 2.239762 7.730147 -0.1 0.1 0.3 -0.5969
O 5.737406 1.097481 6.963790 0.3 -0.1 0.1 -0.5999
H 4.085215 -0.433557 2.782401 0.0 0.0 0.0 0.4881
H 5.398345 0.044210 4.851971 0.1 0.0 0.0 0.4875
H 2.070986 2.145786 6.492300 0.0 0.1 0.0 0.4863
H 0.745930 1.666428 4.424492 -0.1 0.1 0.0 0.4840
C -2.396874 -0.579662 -3.376281 -0.7 0.1 -0.7 -0.9903
C -1.269636 -0.756188 -2.538573 1.4 -0.4 0.6 0.8066
N -0.327156 -0.917511 -1.898738 0.0 0.8 1.3 -0.5116
H -2.878681 -1.539739 -3.558750 0.0 0.0 0.0 0.3644
H -2.067486 -0.135434 -4.315225 -0.1 0.0 0.0 0.3356
H -3.098990 0.093356 -2.883284 0.0 0.0 0.0 0.2870
O 0.425676 3.645984 -4.963250 0.3 -0.2 -0.1 -0.6450
S 0.137708 3.849413 -3.577689 0.6 0.0 0.3 1.1243
O -1.061500 4.556291 -3.260342 -0.2 0.0 0.4 -0.6310
N 0.209671 2.392487 -2.770153 -0.6 -0.2 -0.1 -0.3948
C 1.173790 2.348178 -1.906712 -0.7 2.0 -1.4 0.7511
O 1.512775 1.375831 -1.187821 -0.4 -2.8 3.0 -0.8792
C 1.987242 3.605219 -1.822410 0.4 -0.1 0.1 0.2257
C 3.063856 3.841350 -0.984947 -0.2 0.0 -0.1 -0.5486
C 3.686859 5.079003 -1.059681 0.0 0.0 0.0 -0.5999
C 3.244515 6.042427 -1.955032 -0.1 -0.1 -0.1 -0.4420
C 2.168617 5.794575 -2.804422 0.0 0.1 -0.1 -0.4660
C 1.554229 4.570086 -2.714272 -0.4 -0.7 0.0 -0.0643
H 3.387765 3.079627 -0.293991 0.1 -0.1 0.1 0.5477
H 4.522785 5.292958 -0.412003 0.1 0.1 0.1 0.3950
H 3.739911 6.998381 -1.995814 0.1 0.1 0.0 0.3914
H 1.826964 6.531880 -3.512498 0.0 0.1 0.0 0.4421
```
Positions in Å, forces in eV/Å.



This record from OMol25 describes the molecule C4H5NOS at a distorted geometry. The level of theory is ωB97M-V with the def2-TZVPD basis set.

The value obtained for the calculated total energy is -18600.703 eV. The value obtained for the frontier orbital gap is 9.9 eV. The spin multiplicity is 1. Its structure (SMILES) is N#CCSCC=O.

The geometry in XYZ format:
```
12
Properties=species:S:1:pos:R:3:forces:R:3:mulliken_charge:R:1
C 1.686684 -0.943864 -0.097594 -0.2 -1.1 -0.1 0.0777
C 1.261656 0.310094 -0.855297 0.0 -1.1 0.6 -0.6134
C -1.066525 0.458472 0.859801 1.5 -1.4 0.8 -0.3805
C -1.728698 -0.455568 -0.058410 -1.7 -0.5 -1.0 0.2287
H 2.549616 -1.494025 -0.547844 -0.1 0.4 0.0 0.3412
H 0.846855 -0.039882 -1.810807 0.0 0.1 0.1 0.3294
H 2.162126 0.877635 -1.066908 0.1 0.2 -0.2 0.3718
H -0.548587 -0.140104 1.650834 -0.7 0.4 -0.7 0.2676
H -1.678799 1.193554 1.361800 -0.6 0.0 -0.2 0.3550
N -2.324393 -1.102542 -0.818737 1.1 0.8 1.1 -0.4090
O 1.113440 -1.471213 0.828932 0.4 0.8 -0.5 -0.4521
S 0.194583 1.429720 0.026352 0.2 1.3 -0.1 -0.1166
```
Positions in Å, forces in eV/Å.



This record from OMol25 describes the molecule C10H11I3N4O5 at a distorted geometry. The level of theory is ωB97M-V with the def2-TZVPD basis set.

The value obtained for the calculated total energy is -51041.899 eV. The value obtained for the frontier orbital gap is 7.2 eV. The spin multiplicity is 1. Its structure (SMILES) is C/C(I)=C(\I)N1[C@H](C(=O)[O-])[C@H](N=C=O)[NH2+]C[C@]1(I)CON=O.

The geometry in XYZ format:
```
33
Properties=species:S:1:pos:R:3:forces:R:3:mulliken_charge:R:1
C -1.499682 -0.612150 -3.818178 0.1 0.0 0.2 -1.5036
C -0.694074 -0.359402 -2.585314 0.1 0.1 0.0 1.0018
I 1.367928 -0.515074 -2.886104 -0.1 0.1 0.1 0.0651
C -1.185648 -0.020484 -1.401586 0.5 0.0 -0.3 -1.3243
I -3.299540 0.268550 -1.291286 0.1 -0.1 0.0 0.1208
N -0.403572 0.203363 -0.239161 -0.8 -0.5 0.6 1.3258
C -0.870337 1.404073 0.466102 -0.1 -0.4 0.0 -0.5834
C -0.908555 2.667717 -0.451893 0.9 1.1 -1.6 0.1574
O -1.741414 3.517925 -0.098549 0.4 -0.6 0.1 -0.7368
O -0.047859 2.667792 -1.381821 -1.1 -0.2 1.4 -0.6517
C -0.024101 1.787930 1.648762 0.0 1.3 -0.5 -0.5607
N 1.145953 2.585791 1.364113 0.4 -0.9 0.9 -0.6493
C 2.007443 2.151736 0.609846 -1.9 0.6 0.2 0.8272
O 2.799333 1.776518 -0.112151 1.9 -0.5 -1.0 -0.3456
N 0.316042 0.571524 2.495315 -0.5 -0.1 0.7 0.0993
C -0.496393 -0.624444 2.098541 0.0 -0.1 0.0 -1.7629
C -0.203963 -0.970485 0.647896 0.6 0.0 -0.4 -0.0324
I -1.467399 -2.693619 0.275444 -0.1 0.0 0.1 0.2352
C 1.277963 -1.452369 0.623921 0.0 -0.3 0.4 -0.6907
O 1.473917 -2.643293 -0.101633 -0.3 0.2 -0.4 -0.2005
N 2.870798 -3.061888 -0.000503 0.3 -0.3 0.0 0.1400
O 3.556610 -2.474637 -0.716941 0.0 0.1 0.0 -0.1813
H -2.131741 -1.480883 -3.662100 -0.1 -0.2 -0.2 0.3349
H -2.152548 0.228550 -4.015315 -0.1 0.3 -0.1 0.4133
H -0.842604 -0.752034 -4.662162 0.0 -0.2 -0.3 0.4338
H -1.885641 1.296608 0.846529 -0.2 -0.2 0.0 0.6620
H -0.670073 2.400162 2.261252 -0.1 0.2 0.2 0.5039
H 0.055865 0.792281 3.454047 0.2 0.1 0.2 0.4450
H 1.311575 0.353882 2.521906 0.1 0.1 -0.3 0.4519
H -0.205259 -1.434474 2.752558 0.1 -0.2 0.1 0.6251
H -1.541949 -0.423737 2.281559 -0.2 0.3 -0.1 0.4558
H 1.935148 -0.655234 0.281333 -0.1 0.2 -0.4 0.4183
H 1.559722 -1.689788 1.658019 0.1 0.0 0.2 0.5066
```
Positions in Å, forces in eV/Å.



This record from OMol25 describes C32H61AsBrF3IN3O4P as an isolated structure at a distorted geometry. The level of theory is ωB97M-V with the def2-TZVPD basis set.

The value obtained for the calculated total energy is -203236.321 eV. The value obtained for the frontier orbital gap is 6.8 eV. The spin multiplicity is 1. As for the charge: -1.

The geometry in XYZ format:
```
107
Properties=species:S:1:pos:R:3:forces:R:3:mulliken_charge:R:1
O -3.389851 3.844291 0.723770 2.9 -6.4 3.4 -0.5705
C -2.847049 2.744426 1.325630 -2.3 6.5 -2.6 0.1810
C -1.440032 2.979354 2.072997 -2.4 2.4 1.0 -0.5158
As 0.140908 1.787755 1.609214 -1.2 1.0 2.0 0.4435
Br 1.496639 3.792707 1.924111 1.2 1.6 0.5 -0.4561
C 1.856149 0.810985 1.120851 2.8 -1.4 -1.5 -0.3164
C 1.913442 -0.040076 -0.257707 4.6 1.4 -4.7 0.0385
O 2.797493 0.390676 -1.206932 -5.3 -2.6 5.5 -0.5969
C 1.179238 -1.435223 -0.685451 -2.4 -3.1 -1.6 0.4730
C 0.486848 -1.445411 -2.209333 -0.5 -2.5 1.0 -0.2195
C -0.303735 -2.727564 -2.854688 1.9 -0.6 4.9 -0.2128
C -0.403775 -4.083725 -1.893980 1.7 2.7 1.6 -0.4415
C 0.260592 -4.129654 -0.360177 0.6 3.6 -2.4 -0.4479
C 1.066776 -2.808070 0.210475 -1.5 0.8 -3.1 -0.0695
C 0.331307 1.587984 3.583187 2.3 -3.0 4.8 -0.9900
C 1.189220 0.140700 4.138131 -3.0 -1.2 -0.7 0.2588
C 0.498056 -0.605718 5.541788 2.5 -0.6 -0.7 -1.0579
O 0.439456 -1.215740 4.005775 4.6 4.5 0.3 -0.2323
P -1.168045 -0.114383 1.363282 -1.2 -2.9 -0.9 0.4432
O -2.275514 -0.068287 0.038047 0.3 -1.5 1.1 -0.4730
I -2.804100 -0.339735 3.274055 0.1 0.4 -0.2 -0.3133
C 0.049309 2.413665 -0.281274 0.9 4.7 -6.1 0.4051
F 1.409994 2.946854 -0.715012 -3.3 -2.4 0.4 -0.2982
F -0.413821 1.561832 -1.346809 1.3 1.9 2.7 -0.1187
F -0.677446 3.729310 -0.501271 1.3 -3.9 0.7 -0.3187
H -3.540202 1.807923 1.284428 1.8 1.4 0.3 0.0809
H -1.095888 4.118586 1.943183 -1.2 -2.7 -0.2 0.3473
H -1.721631 2.962629 3.235938 0.7 -0.5 -2.5 0.4104
H 2.300816 0.057084 1.871429 -1.3 1.0 -0.7 0.3010
H 2.697085 1.660308 1.047894 -2.1 -2.0 -0.3 0.1465
H 0.532831 -0.466829 -2.891777 0.0 -2.3 1.9 0.2216
H -0.802987 -2.743572 -3.928043 1.3 0.2 2.5 0.2433
H -0.965811 -5.060804 -2.274764 1.3 2.4 0.9 0.2439
H 0.194628 -5.092314 0.328685 0.1 2.3 -1.8 0.2738
H 1.568382 -2.761484 1.291336 -1.4 -0.3 -2.6 0.1925
H -0.606670 1.469497 4.249016 1.4 0.3 -1.6 0.4470
H 1.013295 2.410471 4.085176 -1.5 -1.5 -1.4 0.3520
H 2.449564 0.158329 4.064987 -3.7 -0.5 0.4 0.3361
H 0.435466 -1.729995 5.787486 -1.1 1.7 0.7 0.3687
H 1.601531 -0.539281 5.999791 -0.7 -1.0 -1.1 0.1719
H -2.603186 -1.031777 -0.058667 0.9 2.2 0.2 0.3242
C -5.942308 -5.404609 4.847791 -0.1 -0.1 0.0 -1.4514
C -5.686675 -4.238133 3.897668 0.1 -0.2 -0.1 -0.2432
N -5.389441 -4.643655 2.521548 0.1 -0.1 -0.2 0.1221
C -4.874410 -3.550161 1.693205 0.3 0.0 0.2 -0.5850
C -5.807390 -2.375352 1.413759 -0.1 0.2 -0.2 -0.9594
C -6.382722 -5.502808 1.871070 0.2 -0.2 0.3 -0.6923
C -7.808531 -4.976841 1.757445 -0.4 0.0 -0.2 -0.9535
H -5.105443 -6.110876 4.843263 -0.1 0.1 -0.1 0.3261
H -6.059875 -5.030986 5.870867 0.0 0.0 -0.2 0.4322
H -6.857879 -5.945333 4.593071 0.1 0.0 0.0 0.2992
H -4.824079 -3.688132 4.297724 -0.1 0.0 -0.4 0.3886
H -6.540505 -3.553045 3.941873 -0.1 0.1 0.1 0.2475
H -4.520709 -3.953497 0.735878 -0.1 -0.2 0.1 0.2726
H -3.972125 -3.155232 2.177513 -0.2 -0.1 0.1 0.3274
H -6.573868 -2.633918 0.680522 0.0 0.0 0.1 0.2916
H -5.232803 -1.543851 0.992770 0.0 0.0 0.1 0.3175
H -6.297694 -2.006503 2.319319 0.1 0.0 -0.1 0.2401
H -6.414871 -6.458135 2.409341 0.1 0.2 0.1 0.3919
H -6.027314 -5.777177 0.868244 0.1 0.3 0.2 0.3265
H -8.163466 -4.517262 2.683088 0.1 0.0 0.0 0.2402
H -8.487845 -5.806144 1.527922 0.1 0.1 0.0 0.3732
H -7.910078 -4.252462 0.946968 0.0 0.0 0.2 0.2738
C -1.235739 0.416614 -5.943091 -0.1 0.0 0.0 -1.3670
C -0.128601 -0.058142 -6.879893 -0.1 -0.1 0.2 -0.3952
N -0.226097 -1.472281 -7.250309 0.1 -0.3 -0.1 0.2371
C 0.978315 -1.983216 -7.910213 0.1 0.0 0.3 -0.6762
C 1.344993 -1.391707 -9.268293 0.1 0.0 -0.3 -0.9676
C -1.493268 -1.898175 -7.850944 -0.1 0.0 0.4 -0.7645
C -1.945961 -1.193522 -9.124136 -0.2 0.0 -0.4 -1.0310
H -1.282218 -0.199787 -5.039174 0.0 0.0 -0.1 0.2169
H -1.042980 1.449903 -5.634453 0.0 -0.2 -0.1 0.4364
H -2.215518 0.400738 -6.428184 0.0 0.0 0.1 0.3420
H 0.821749 0.104164 -6.353480 0.0 -0.2 -0.2 0.4528
H -0.110433 0.590728 -7.762483 0.0 0.2 -0.1 0.2297
H 0.904495 -3.073550 -8.010129 -0.2 0.1 0.1 0.3436
H 1.827800 -1.824104 -7.233678 -0.2 0.1 0.0 0.3919
H 0.693854 -1.765794 -10.060794 0.0 0.1 0.0 0.2090
H 2.366445 -1.685181 -9.531511 -0.1 0.0 0.0 0.4033
H 1.309562 -0.298444 -9.271262 0.0 -0.1 0.0 0.2685
H -2.284419 -1.783813 -7.099664 0.2 0.1 0.0 0.3493
H -1.462712 -2.980305 -8.038858 0.3 0.2 0.1 0.4338
H -1.827475 -0.108583 -9.070531 0.0 -0.1 0.0 0.2489
H -3.010174 -1.393730 -9.295189 0.1 0.0 0.0 0.3776
H -1.410989 -1.559961 -10.002452 0.0 0.1 0.0 0.2600
C 8.521634 6.595906 3.056869 -0.1 0.1 0.1 -1.4241
C 7.808174 5.277913 2.769442 -0.1 0.0 0.2 -0.2962
N 6.962757 4.805074 3.868622 0.0 -0.2 0.2 0.1387
C 6.512124 3.421065 3.699551 0.2 -0.1 0.0 -0.9613
C 5.589093 3.117064 2.522982 -0.3 -0.1 -0.1 -0.5871
C 5.939258 5.739135 4.345960 0.3 0.2 0.1 -0.7086
C 4.914273 6.243135 3.337062 -0.4 0.1 0.0 -0.6456
H 9.111874 6.535175 3.977251 -0.1 0.0 -0.1 0.3207
H 9.205811 6.834388 2.235207 -0.1 -0.1 0.1 0.4317
H 7.819313 7.429181 3.145946 0.1 -0.1 0.0 0.2939
H 8.590223 4.530444 2.578896 -0.3 -0.1 0.1 0.4126
H 7.240794 5.379380 1.837719 0.0 0.0 -0.2 0.2578
H 6.027930 3.079945 4.623377 0.0 0.3 0.0 0.3498
H 7.401573 2.785421 3.602179 0.1 0.2 0.0 0.3973
H 4.573916 3.476308 2.702815 0.1 0.0 -0.1 0.0027
H 5.522027 2.033504 2.380947 0.0 0.1 0.0 0.4089
H 5.952631 3.546315 1.584861 -0.1 0.0 0.1 0.2858
H 6.445562 6.610187 4.779946 0.1 -0.1 -0.1 0.3472
H 5.406285 5.293034 5.196950 0.2 -0.2 -0.2 0.3144
H 5.366737 6.534946 2.386208 0.0 -0.1 0.1 0.2234
H 4.409151 7.129112 3.739293 0.1 -0.1 0.0 0.3806
H 4.138977 5.499906 3.141011 0.1 0.1 -0.1 0.0173
```
Positions in Å, forces in eV/Å.



What is the calculated total energy in the third record? -51041.899 eV



What is the calculated total energy in the first record? -69946.469 eV